(1)
Computed, not measured: one molecule with the formula C6H12O, with ωB97M-V/def2-TZVPD.

Element x y z (Å)
C (-2.21, -1.29, 1.38)
C (-1.10, -1.04, 0.38)
O (-0.73, 0.33, 0.45)
C (-0.22, 0.83, -0.74)
C (0.69, 2.01, -0.67)
C (1.24, 0.66, -1.09)
C (2.16, -0.08, -0.16)
H (-3.05, -0.62, 1.18)
H (-1.88, -1.11, 2.41)
H (-2.57, -2.32, 1.29)
H (-1.45, -1.28, -0.64)
H (-0.24, -1.68, 0.59)
H (-0.94, 0.80, -1.56)
H (0.97, 2.35, 0.33)
H (0.58, 2.79, -1.40)
H (1.46, 0.55, -2.15)
H (2.19, -1.15, -0.40)
H (3.18, 0.30, -0.23)
H (1.82, 0.02, 0.88)

Values from the calculation:
Calculated total energy ... -8462.8967 eV
Orbital gap ... 10.420 eV
ΔE to the lowest compared entry with this formula, charge and spin ... 1.457 eV
F_max ... 0.005 hartree/bohr

natural (NBO) charges, unit e, in atom order: number 1, C, carries -0.62; number 2, C, carries -0.06; number 3, O, carries -0.53; number 4, C, carries 0.09; number 5, C, carries -0.44; number 6, C, carries -0.25; number 7, C, carries -0.61; number 8, H, carries 0.21; number 9, H, carries 0.21; number 10, H, carries 0.21; number 11, H, carries 0.16; number 12, H, carries 0.17; number 13, H, carries 0.18; number 14, H, carries 0.22; number 15, H, carries 0.22; number 16, H, carries 0.21; number 17, H, carries 0.21; number 18, H, carries 0.21; number 19, H, carries 0.22



(2)
Computed, not measured: one molecule with the formula C6H12O, with ωB97M-V/def2-TZVPD.

Element x y z (Å)
C (-2.09, -0.97, -0.04)
C (-1.49, 0.42, 0.04)
C (-0.66, 0.97, -1.09)
C (-0.01, 0.70, 0.24)
C (1.04, -0.39, 0.37)
C (2.38, 0.05, -0.20)
O (1.24, -0.76, 1.73)
H (-1.41, -1.68, -0.52)
H (-3.02, -0.95, -0.62)
H (-2.33, -1.35, 0.96)
H (-2.15, 1.15, 0.51)
H (-0.41, 0.28, -1.90)
H (-0.80, 2.00, -1.40)
H (0.22, 1.58, 0.84)
H (0.70, -1.28, -0.18)
H (2.30, 0.25, -1.28)
H (3.12, -0.73, -0.03)
H (2.73, 0.96, 0.30)
H (0.63, -0.25, 2.28)

Values from the calculation:
Calculated total energy ... -8463.3097 eV
Orbital gap ... 11.058 eV
ΔE to the lowest compared entry with this formula, charge and spin ... 1.044 eV
F_max ... 0.008 hartree/bohr

natural (NBO) charges, unit e, in atom order: number 1, C, carries -0.61; number 2, C, carries -0.22; number 3, C, carries -0.42; number 4, C, carries -0.26; number 5, C, carries 0.10; number 6, C, carries -0.62; number 7, O, carries -0.72; number 8, H, carries 0.21; number 9, H, carries 0.21; number 10, H, carries 0.21; number 11, H, carries 0.21; number 12, H, carries 0.21; number 13, H, carries 0.22; number 14, H, carries 0.21; number 15, H, carries 0.16; number 16, H, carries 0.21; number 17, H, carries 0.22; number 18, H, carries 0.21; number 19, H, carries 0.47



(3)
Computed, not measured: a 2-piece molecular cluster, C6H12O overall at a distorted geometry, with ωB97M-V/def2-TZVPD.

Element x y z (Å)
C (-1.91, -1.48, 0.43)
C (-1.65, -0.35, -0.20)
C (-0.85, -0.16, -1.46)
C (0.63, -0.60, -1.49)
C (1.51, 0.26, -1.97)
C (0.92, -1.95, -0.89)
H (-1.65, -2.44, 0.00)
H (-2.62, -1.70, 1.23)
H (-2.10, 0.55, 0.19)
H (-0.97, 0.89, -1.74)
H (-1.35, -0.62, -2.34)
H (2.58, 0.08, -1.87)
H (1.41, 1.34, -2.04)
H (0.20, -2.71, -1.18)
H (1.01, -1.81, 0.18)
H (1.87, -2.26, -1.33)
O (0.75, 4.03, 4.89)
H (0.73, 4.61, 4.15)
H (1.50, 4.33, 5.44)

Values from the calculation:
Calculated total energy ... -8462.1043 eV
Orbital gap ... 10.292 eV
ΔE to the lowest compared entry with this formula, charge and spin ... 2.250 eV
F_max ... 0.040 hartree/bohr

natural (NBO) charges, unit e, in atom order: number 1, C, carries -0.40; number 2, C, carries -0.17; number 3, C, carries -0.49; number 4, C, carries 0.07; number 5, C, carries -0.43; number 6, C, carries -0.65; number 7, H, carries 0.18; number 8, H, carries 0.20; number 9, H, carries 0.20; number 10, H, carries 0.22; number 11, H, carries 0.23; number 12, H, carries 0.19; number 13, H, carries 0.20; number 14, H, carries 0.21; number 15, H, carries 0.23; number 16, H, carries 0.22; number 17, O, carries -0.94; number 18, H, carries 0.47; number 19, H, carries 0.47



(4)
Computed, not measured: one molecule with the formula C6H12O, with ωB97M-V/def2-TZVPD.

Element x y z (Å)
C (0.46, -1.18, 1.55)
C (-0.35, -0.31, 0.61)
C (-1.75, -0.84, 0.37)
O (-0.27, 1.09, 0.87)
C (0.29, 0.61, -0.36)
C (1.79, 0.74, -0.47)
C (-0.45, 1.08, -1.61)
H (0.23, -0.89, 2.58)
H (1.54, -1.09, 1.41)
H (0.19, -2.24, 1.43)
H (-1.72, -1.76, -0.23)
H (-2.38, -0.11, -0.14)
H (-2.22, -1.08, 1.33)
H (2.19, 0.02, -1.19)
H (2.05, 1.75, -0.82)
H (2.28, 0.58, 0.49)
H (-0.87, 2.07, -1.43)
H (-1.26, 0.41, -1.91)
H (0.24, 1.15, -2.46)

Values from the calculation:
Calculated total energy ... -8463.4288 eV
Orbital gap ... 10.935 eV
ΔE to the lowest compared entry with this formula, charge and spin ... 0.925 eV
F_max ... 0.005 hartree/bohr

natural (NBO) charges, unit e, in atom order: number 1, C, carries -0.63; number 2, C, carries 0.21; number 3, C, carries -0.63; number 4, O, carries -0.51; number 5, C, carries 0.23; number 6, C, carries -0.63; number 7, C, carries -0.64; number 8, H, carries 0.22; number 9, H, carries 0.22; number 10, H, carries 0.21; number 11, H, carries 0.21; number 12, H, carries 0.22; number 13, H, carries 0.22; number 14, H, carries 0.21; number 15, H, carries 0.22; number 16, H, carries 0.22; number 17, H, carries 0.23; number 18, H, carries 0.22; number 19, H, carries 0.21



(5)
Computed, not measured: one molecule with the formula C6H12O, with ωB97M-V/def2-TZVPD.

Element x y z (Å)
C (1.95, 0.50, -0.44)
C (1.06, -0.22, 0.58)
C (-0.38, -0.37, 0.12)
C (-0.60, -1.42, -0.95)
C (-1.50, -0.18, 1.12)
C (-1.24, 0.87, 0.09)
O (-0.73, 2.08, 0.57)
H (2.00, 1.58, -0.22)
H (1.58, 0.39, -1.46)
H (2.98, 0.12, -0.41)
H (1.09, 0.32, 1.53)
H (1.45, -1.23, 0.79)
H (0.06, -1.28, -1.81)
H (-0.42, -2.42, -0.55)
H (-1.63, -1.39, -1.32)
H (-1.23, 0.09, 2.14)
H (-2.39, -0.79, 1.03)
H (-1.96, 0.97, -0.73)
H (-0.11, 2.41, -0.09)

Values from the calculation:
Calculated total energy ... -8463.2213 eV
Orbital gap ... 10.402 eV
ΔE to the lowest compared entry with this formula, charge and spin ... 1.133 eV
F_max ... 0.006 hartree/bohr

natural (NBO) charges, unit e, in atom order: number 1, C, carries -0.61; number 2, C, carries -0.40; number 3, C, carries -0.08; number 4, C, carries -0.60; number 5, C, carries -0.43; number 6, C, carries 0.08; number 7, O, carries -0.70; number 8, H, carries 0.20; number 9, H, carries 0.20; number 10, H, carries 0.21; number 11, H, carries 0.22; number 12, H, carries 0.20; number 13, H, carries 0.21; number 14, H, carries 0.21; number 15, H, carries 0.21; number 16, H, carries 0.23; number 17, H, carries 0.21; number 18, H, carries 0.17; number 19, H, carries 0.47



(6)
Computed, not measured: a 2-piece molecular cluster, C6H12O overall at a distorted geometry, with ωB97M-V/def2-TZVPD.

Element x y z (Å)
C (1.52, 1.63, 0.20)
C (0.81, 0.51, 0.33)
C (-0.27, 0.41, 1.39)
C (0.70, -0.59, -0.73)
C (0.22, -0.27, -1.93)
C (1.42, -1.88, -0.36)
H (2.01, 1.85, -0.74)
H (1.71, 2.22, 1.10)
H (-0.84, 1.33, 1.54)
H (-1.02, -0.34, 1.09)
H (0.09, 0.01, 2.34)
H (0.29, -1.00, -2.75)
H (0.14, 0.72, -2.35)
H (1.17, -1.98, 0.70)
H (0.95, -2.69, -0.92)
H (2.47, -1.70, -0.55)
O (-3.36, 0.58, 0.71)
H (-3.97, 1.27, 0.39)
H (-4.05, -0.10, 0.55)

Values from the calculation:
Calculated total energy ... -8461.9201 eV
Orbital gap ... 9.572 eV
ΔE to the lowest compared entry with this formula, charge and spin ... 2.434 eV
F_max ... 0.049 hartree/bohr

natural (NBO) charges, unit e, in atom order: number 1, C, carries -0.41; number 2, C, carries -0.01; number 3, C, carries -0.66; number 4, C, carries 0.02; number 5, C, carries -0.42; number 6, C, carries -0.64; number 7, H, carries 0.20; number 8, H, carries 0.20; number 9, H, carries 0.23; number 10, H, carries 0.23; number 11, H, carries 0.21; number 12, H, carries 0.18; number 13, H, carries 0.20; number 14, H, carries 0.21; number 15, H, carries 0.22; number 16, H, carries 0.23; number 17, O, carries -0.92; number 18, H, carries 0.46; number 19, H, carries 0.46